[1]
The following is a DFT calculation (ωB97M-V with the def2-TZVPD basis set) of a cluster of 2 separate species, C2H8N2 in total.

The SMILES is C=CN.N. For the total energy, the calculation gives -190.4382 hartree. For the LUMO energy, the calculation gives 1.071 eV. The HOMO energy is -9.41 eV. For the orbital gap, the calculation gives 10.5 eV.

```
12
Properties=species:S:1:pos:R:3:forces:R:3
N -3.0570 4.4528 -1.1745 -3.9 -0.6 -2.6
H -2.8499 4.4133 -0.2333 0.8 -0.4 2.2
H -4.0153 3.9498 -1.3232 2.4 1.3 0.5
H -2.4161 3.9785 -1.7707 0.7 -0.4 0.0
C 1.6684 -1.0917 0.1181 -1.4 -3.0 0.4
C 0.9228 -2.1493 0.5751 2.6 2.9 -2.0
N 1.5098 -3.1905 1.3231 0.1 -1.5 0.4
H 2.7422 -1.1173 0.1692 0.3 0.5 0.5
H 1.1711 -0.5944 -0.6680 -0.1 1.4 -0.5
H -0.0315 -2.1536 0.0420 -0.3 -0.9 1.1
H 2.2977 -3.6290 0.8486 -0.6 -0.2 -0.9
H 2.0578 -2.8688 2.0937 -0.4 0.9 1.0
```
Positions in Å, forces in eV/Å.

Now the Löwdin charges, all in e: N 0.00; H -0.04; H 0.06; H -0.02; C -0.01; C -0.27; N -0.01; H 0.05; H 0.02; H 0.09; H 0.07; H 0.06



[2]
The following is a DFT calculation (ωB97M-V with the def2-TZVPD basis set) of a cluster of 2 separate species, C2H8N2O in total.

The SMILES is C=O.NCN. For the total energy, the calculation gives -265.6963 hartree. For the LUMO energy, the calculation gives 0.995 eV. The HOMO energy is -9.04 eV. For the orbital gap, the calculation gives 10.0 eV.

```
13
Properties=species:S:1:pos:R:3:forces:R:3
O -0.7220 0.9303 -2.5801 0.1 2.0 1.0
C -0.7597 1.8113 -1.7231 0.4 -0.8 -1.3
H -0.4839 2.9208 -1.8816 -0.3 -1.4 -0.3
H -1.0200 1.4916 -0.7174 -0.2 0.3 0.4
N 1.3119 -1.4325 1.1356 -0.3 1.1 2.4
C 0.6328 -0.2553 0.5797 0.3 -0.5 0.1
N -0.8044 -0.3239 0.4988 -1.6 -2.2 -1.8
H 0.9530 -1.7427 2.0862 0.5 0.6 -1.8
H 1.3585 -2.2025 0.5237 -0.1 -0.9 -0.8
H 0.7408 0.6345 1.2328 0.9 -0.5 -0.4
H 1.0513 -0.1036 -0.4299 -0.1 0.3 0.5
H -1.1638 -1.1321 -0.1443 1.1 1.9 1.4
H -1.0945 -0.5960 1.4198 -0.6 0.0 0.5
```
Positions in Å, forces in eV/Å.

Now the Löwdin charges, all in e: O -0.04; C -0.14; H 0.10; H 0.03; N -0.01; C -0.39; N -0.05; H 0.09; H 0.03; H 0.11; H 0.11; H 0.12; H 0.05



[3]
The following is a DFT calculation (ωB97M-V with the def2-TZVPD basis set) of an isolated molecule of C2H8N2O.

The SMILES is CC[N@H+](N)[O-]. For the total energy, the calculation gives -265.6355 hartree. For the LUMO energy, the calculation gives 0.985 eV. The HOMO energy is -8.77 eV. For the orbital gap, the calculation gives 9.8 eV.

```
13
Properties=species:S:1:pos:R:3:forces:R:3
C -0.4703 -0.6078 0.5564 0.1 -0.4 -0.2
C 0.7240 -1.3164 -0.0707 -0.1 0.0 -0.2
N -0.3235 0.8776 0.4308 -1.0 1.1 -1.8
N -0.4811 1.2211 -1.0554 -0.4 -0.6 -0.2
O 0.7551 1.3696 0.9147 1.2 0.3 1.1
H -1.1863 1.3035 0.8354 0.3 -0.2 -0.2
H 0.4459 1.0734 -1.4621 -0.1 -0.3 0.5
H -0.6070 2.2292 -1.1775 0.0 -0.2 0.8
H -0.5368 -0.8137 1.6273 0.0 0.2 -0.1
H -1.4100 -0.8726 0.0693 0.1 0.0 0.1
H 0.4703 -1.7327 -1.0468 0.0 0.0 0.1
H 1.5431 -0.6077 -0.1884 0.0 0.0 0.1
H 1.0766 -2.1235 0.5669 0.0 0.0 0.0
```
Positions in Å, forces in eV/Å.

Now the Löwdin charges, all in e: C -0.18; C -0.09; N -0.40; N 0.08; O -0.19; H 0.17; H 0.07; H 0.08; H 0.12; H 0.11; H 0.07; H 0.07; H 0.07



[4]
The following is a DFT calculation (ωB97M-V with the def2-TZVPD basis set) of a cluster of 2 separate species, C2H8N2O2 in total.

The SMILES is NCNC=O.O. For the total energy, the calculation gives -340.9873 hartree. For the LUMO energy, the calculation gives 0.725 eV. The HOMO energy is -9.89 eV. For the orbital gap, the calculation gives 10.6 eV.

```
14
Properties=species:S:1:pos:R:3:forces:R:3
O -1.4681 1.8513 -0.8379 -0.3 1.5 0.4
C -1.3980 0.6724 -0.9678 1.5 -1.6 0.3
N -0.6485 -0.1934 -0.1782 -0.9 2.0 0.6
C -0.1675 0.3324 1.1101 0.0 -1.0 1.4
N 1.2901 0.2275 1.1622 0.8 0.2 -1.9
H -1.7960 0.1603 -1.8168 -0.7 -0.6 -0.9
H -0.8254 -1.1763 -0.3226 0.2 0.0 0.4
H -0.3418 1.3727 1.3073 -1.2 0.5 -1.0
H -0.7097 -0.1563 2.0026 1.2 0.1 -1.4
H 1.6826 0.2650 2.0711 0.2 0.1 0.9
H 1.7325 0.9988 0.5792 -0.9 -1.4 1.1
H 1.6290 -1.6647 0.2153 0.1 0.0 -0.7
H 1.4836 -1.9620 -1.3284 0.3 -0.1 1.0
O 1.7238 -2.3643 -0.4683 -0.3 0.3 -0.3
```
Positions in Å, forces in eV/Å.

Now the Löwdin charges, all in e: O 0.05; C -0.37; N 0.03; C -0.27; N -0.02; H 0.11; H 0.12; H 0.10; H 0.15; H 0.06; H 0.12; H -0.01; H 0.03; O -0.11